Formula: C6H13N3
Source: the OMol25 dataset
Level of theory: the ωB97M-V functional and the def2-TZVPD basis

Its SMILES is [H]/N=C/[C@H](C)/C(N)=C(/C)N. The energy is -400.6496 a.u. For the gap between HOMO and LUMO, the calculation gives 7.9 eV.

ORCA input file:
```
! RIJCOSX wB97M-V def2-TZVPD def2/J DEFGRID3
* xyz 0 1
H 1.154 -1.068 1.456
H 0.010 -2.212 1.795
H -2.384 1.270 0.266
H 2.536 0.008 0.430
H 0.565 -0.901 -3.437
N 0.455 -0.032 -2.901
C 0.911 -0.215 -1.703
H -1.417 2.022 -0.881
C -2.072 -1.008 1.257
H -2.819 -0.750 0.497
H 2.878 1.469 -0.463
H 0.688 1.815 -1.169
C 0.817 0.862 -0.637
C -0.471 0.572 0.153
H 1.340 -1.191 -1.415
C 2.114 0.979 0.154
C -0.679 -0.595 0.826
N 0.313 -1.524 1.106
H -2.343 -0.545 2.209
H 1.981 1.580 1.059
N -1.442 1.561 0.029
H -2.137 -2.097 1.370
*
```